Record 1
Here is a structure of composition C25H35AuIN5OP from the OMol25 dataset. Energies are from the ωB97M-V functional and the def2-TZVPD basis.

The geometry in XYZ format:
```
69
Properties=species:S:1:pos:R:3:mulliken_spin:R:1
Au -0.024 0.887 -0.020 0.391
N 0.670 -1.341 2.079 0.254
P -0.065 -1.443 0.484 0.189
C -1.670 -2.142 0.823 0.006
C -2.738 -1.277 1.092 -0.003
C -3.984 -1.800 1.384 -0.001
C -4.166 -3.180 1.410 0.011
C -3.099 -4.041 1.170 -0.002
C -1.844 -3.531 0.878 0.012
C 0.940 -2.646 -0.350 0.024
C 2.256 -2.910 0.042 0.034
C 2.999 -3.855 -0.650 -0.007
C 2.444 -4.515 -1.737 0.024
C 1.144 -4.230 -2.147 -0.009
C 0.389 -3.296 -1.458 0.028
C 0.481 -0.317 2.892 0.102
C 0.838 -0.410 4.282 0.136
C 0.546 0.642 5.101 -0.015
C -0.094 1.761 4.550 0.250
C -0.367 1.798 3.142 0.139
N -0.080 0.801 2.343 0.115
H 0.985 -2.202 2.518 -0.013
H -2.586 -0.203 1.073 -0.005
H -4.818 -1.139 1.587 0.000
H -5.147 -3.587 1.625 0.000
H -3.246 -5.113 1.209 0.001
H -1.016 -4.208 0.702 0.002
H 2.716 -2.377 0.870 0.000
H 4.015 -4.076 -0.340 0.000
H 3.027 -5.254 -2.272 0.001
H 0.719 -4.745 -3.000 0.000
H -0.629 -3.086 -1.772 -0.001
H 1.300 -1.313 4.672 -0.001
H 0.782 0.601 6.157 0.007
H -0.420 2.581 5.179 -0.005
H -0.858 2.653 2.684 0.016
C 2.492 2.149 -1.670 -0.002
N 1.453 1.131 -1.943 0.110
C 2.110 -0.167 -2.204 -0.003
C 0.623 1.542 -3.087 0.002
C -0.705 0.813 -3.144 0.006
N -1.567 1.099 -1.997 0.078
C -2.665 0.112 -1.921 -0.002
C -2.095 2.478 -2.025 -0.011
H 3.142 2.280 -2.543 0.003
H 3.114 1.832 -0.829 0.001
H 2.027 3.105 -1.446 0.002
H 2.788 -0.088 -3.061 0.008
H 1.374 -0.937 -2.421 -0.002
H 2.690 -0.472 -1.335 -0.001
H 1.163 1.351 -4.019 0.000
H 0.460 2.618 -3.023 0.000
H -0.545 -0.265 -3.185 0.004
H -1.208 1.097 -4.072 -0.003
H -3.250 0.095 -2.849 0.002
H -3.340 0.364 -1.108 0.000
H -2.268 -0.889 -1.757 0.000
H -2.586 2.693 -2.982 0.004
H -1.303 3.205 -1.872 0.003
H -2.831 2.602 -1.231 -0.001
N 0.475 5.329 0.645 -0.001
C 0.796 4.042 0.677 0.005
O 0.053 3.176 0.162 0.026
C 2.112 3.655 1.307 -0.010
I 2.211 4.110 3.391 0.096
H -0.390 5.627 0.220 0.000
H 1.059 6.038 1.057 0.001
H 2.939 4.195 0.853 0.002
H 2.271 2.589 1.210 0.003
```

Results
Net charge: +3
2S+1: 3
Lowest unoccupied orbital energy (spin up / spin down) in eV: -8.7913 / -12.3978
Highest occupied orbital energy (spin up / spin down) in eV: -16.55 / -16.72
Orbital gap (spin up / spin down) in eV: 7.76 / 4.33

---

Record 2
Here is a structure of composition C25H35CdN6SSi from the OMol25 dataset. Energies are from the ωB97M-V functional and the def2-TZVPD basis.

The geometry in XYZ format:
```
69
Properties=species:S:1:pos:R:3:nbo_charge:R:1
Cd -0.415 -0.142 0.256 1.269
C -1.039 0.715 3.291 -0.242
C -2.184 1.461 2.533 -0.242
N -1.859 1.818 1.149 -0.696
C -1.243 3.122 0.922 -0.238
C -0.146 3.047 -0.142 -0.233
N 0.769 1.905 0.049 -0.694
C 1.698 2.066 1.182 -0.234
C 1.098 1.732 2.559 -0.239
N 0.202 0.577 2.513 -0.714
H -1.390 -0.284 3.540 0.234
H -0.836 1.234 4.231 0.189
H -2.481 2.339 3.112 0.190
H -3.045 0.794 2.502 0.227
H -2.694 1.747 0.586 0.395
H -0.830 3.497 1.858 0.193
H -1.976 3.862 0.591 0.213
H 0.407 3.992 -0.134 0.196
H -0.602 2.936 -1.126 0.212
H 1.321 1.819 -0.796 0.385
H 2.103 3.082 1.223 0.201
H 2.540 1.397 1.007 0.192
H 0.545 2.584 2.949 0.199
H 1.935 1.571 3.242 0.215
H 0.690 -0.252 2.831 0.404
N 2.426 -0.595 -1.122 -0.642
N 3.091 -1.807 -0.944 -0.445
C 2.706 -2.715 -0.008 0.301
N 3.526 -3.773 0.081 -0.774
S 1.340 -2.608 0.947 -0.301
H 2.391 -0.391 -2.112 0.375
H 2.929 0.141 -0.640 0.347
H 4.027 -1.876 -1.313 0.375
H 4.321 -3.901 -0.522 0.397
H 3.252 -4.531 0.682 0.429
C -3.707 -3.140 4.086 -0.206
C -2.385 -3.249 3.670 -0.209
C -2.016 -2.786 2.414 -0.219
C -2.955 -2.224 1.538 -0.522
C -4.282 -2.146 1.969 -0.145
C -4.654 -2.593 3.233 -0.228
Si -2.401 -1.644 -0.167 0.864
C -1.820 -3.133 -1.145 -0.414
C -2.192 -4.429 -0.782 -0.214
C -1.791 -5.526 -1.536 -0.209
C -1.018 -5.342 -2.673 -0.208
C -0.629 -4.060 -3.045 -0.209
C -1.023 -2.971 -2.282 -0.236
C -3.890 -0.899 -1.038 -0.414
C -4.622 0.163 -0.491 -0.243
C -5.752 0.666 -1.119 -0.205
C -6.180 0.111 -2.318 -0.208
C -5.476 -0.946 -2.876 -0.190
C -4.347 -1.448 -2.239 -0.227
H -3.998 -3.488 5.069 0.221
H -1.644 -3.699 4.320 0.217
H -0.984 -2.885 2.100 0.209
H -5.036 -1.730 1.311 0.210
H -5.689 -2.525 3.545 0.220
H -2.801 -4.586 0.102 0.217
H -2.087 -6.524 -1.237 0.219
H -0.718 -6.194 -3.270 0.217
H -0.020 -3.914 -3.929 0.210
H -0.711 -1.973 -2.578 0.199
H -4.333 0.585 0.466 0.182
H -6.307 1.481 -0.670 0.215
H -7.064 0.497 -2.810 0.221
H -5.812 -1.388 -3.805 0.219
H -3.814 -2.282 -2.683 0.222
```

Results
Net charge: +1
Lowest unoccupied orbital energy in eV: -2.3856
Highest occupied orbital energy in eV: -9.89
Orbital gap in eV: 7.51

---

Record 3
Here is a structure of composition C25H35Cl2LuN4O3Se from the OMol25 dataset. Energies are from the ωB97M-V functional and the def2-TZVPD basis.

The geometry in XYZ format:
```
71
Properties=species:S:1:pos:R:3:mulliken_charge:R:1
O -2.114 0.377 -2.512 -0.710
C -1.785 -0.836 -2.727 -0.072
C -2.917 -1.829 -2.442 0.225
C -3.607 -1.804 -1.226 0.412
H -3.162 -1.236 -0.401 0.529
C -4.813 -2.503 -1.102 -1.096
H -5.372 -2.436 -0.165 0.414
C -5.304 -3.240 -2.187 -0.503
H -6.249 -3.773 -2.110 0.370
C -4.575 -3.300 -3.376 -0.605
H -4.934 -3.866 -4.228 0.395
C -3.375 -2.597 -3.501 -0.621
H -2.794 -2.621 -4.428 0.325
H -1.313 -1.041 -3.708 0.348
C 0.884 -1.701 -2.962 -1.664
C -0.146 -1.651 -1.863 1.109
H 0.739 -2.637 -3.549 0.350
H 1.917 -1.739 -2.535 0.320
H 0.815 -0.873 -3.682 0.473
C -0.333 -2.741 -1.107 -0.457
C 0.662 -3.812 -0.829 -1.581
H -1.327 -2.952 -0.725 0.486
H 0.395 -4.731 -1.363 0.417
H 0.657 -4.044 0.239 0.305
H 1.711 -3.583 -1.087 0.338
Lu 0.720 -0.654 0.038 1.031
Cl -1.140 -1.688 1.536 -0.544
Cl 2.965 -1.626 0.480 -0.713
H -4.604 2.531 0.069 0.345
H -3.583 2.001 2.340 0.367
C -4.110 1.593 -0.215 -0.993
C -2.898 1.258 1.914 -0.684
N -2.829 1.479 0.470 0.350
H -3.932 1.574 -1.293 0.360
C -1.683 1.648 -0.185 -0.434
O -0.590 1.140 0.181 -0.301
H -1.913 1.332 2.377 0.013
H -1.767 2.252 -1.100 0.572
H -4.758 0.747 0.060 0.318
H -3.308 0.262 2.107 0.261
H 3.791 3.148 -2.418 0.346
H 1.892 4.404 -3.520 0.316
C 3.378 2.211 -2.811 -0.932
C 1.496 3.444 -3.874 -0.890
N 1.942 2.383 -2.986 0.221
H 3.595 1.391 -2.126 0.243
C 1.073 1.618 -2.332 0.577
O 1.457 0.744 -1.498 -0.562
H 0.405 3.482 -3.877 0.276
H 0.017 1.807 -2.582 0.013
H 3.816 2.021 -3.800 0.322
H 1.862 3.256 -4.891 0.323
C 1.470 2.805 4.952 -0.943
N 2.477 2.024 4.271 0.299
C 2.208 0.947 3.468 -0.408
Se 0.572 0.207 3.168 -0.215
N 3.432 0.461 3.096 0.363
C 4.452 1.160 3.721 0.418
C 5.799 0.822 3.865 -0.675
C 6.535 1.568 4.798 -0.471
C 5.936 2.585 5.553 -0.634
C 4.580 2.898 5.405 -0.807
C 3.858 2.166 4.465 0.893
H 0.833 3.340 4.244 0.295
H 1.993 3.524 5.579 0.273
H 0.829 2.181 5.579 0.375
H 3.535 -0.347 2.461 0.100
H 6.195 0.024 3.248 0.407
H 7.596 1.359 4.932 0.364
H 6.544 3.143 6.259 0.366
H 4.063 3.659 5.967 0.297
```

Results
Net charge: 0
Lowest unoccupied orbital energy in eV: 0.2406
Highest occupied orbital energy in eV: -7.02
Orbital gap in eV: 7.26

---

Record 4
Here is a structure of composition C25H35Cl4CsN4O4Si3Te from the OMol25 dataset. Energies are from the ωB97M-V functional and the def2-TZVPD basis.

The geometry in XYZ format:
```
77
Properties=species:S:1:pos:R:3:mulliken_charge:R:1
Cs 0.895 1.370 -1.858 1.251
C -3.974 -1.485 0.142 -0.512
C -3.063 -2.534 0.157 -0.687
C -1.938 -2.505 -0.651 0.138
C -1.705 -1.430 -1.524 -0.680
C -2.624 -0.373 -1.521 -0.079
C -3.740 -0.403 -0.699 -0.594
N -0.560 -1.362 -2.303 0.123
C -0.328 -2.216 -3.264 0.285
C -1.306 -3.215 -3.678 -0.352
C -1.051 -4.118 -4.652 -0.698
C 0.201 -4.134 -5.337 -0.771
C 1.132 -3.200 -5.021 -0.405
C 0.917 -2.212 -4.015 0.077
N 1.833 -1.249 -3.732 0.567
N 2.919 -1.293 -4.403 -0.883
C 3.851 -0.295 -4.113 0.027
C 5.046 -0.344 -4.849 -0.376
C 6.023 0.599 -4.617 -0.343
C 5.808 1.580 -3.655 -0.706
C 4.599 1.557 -2.976 -0.192
N 3.648 0.656 -3.196 0.056
H -4.846 -1.506 0.784 0.379
H -3.224 -3.379 0.820 0.369
H -1.220 -3.317 -0.627 0.509
H -2.463 0.471 -2.183 0.452
H -4.433 0.430 -0.718 0.439
H -2.269 -3.202 -3.186 0.362
H -1.818 -4.834 -4.930 0.337
H 0.391 -4.868 -6.111 0.339
H 2.082 -3.163 -5.537 0.416
H 5.167 -1.127 -5.585 0.400
H 6.949 0.575 -5.180 0.352
H 6.550 2.336 -3.438 0.382
H 4.391 2.292 -2.203 0.309
O 2.817 3.726 2.000 -0.668
Cl 3.026 2.684 1.022 1.615
O 3.896 3.158 -0.024 -0.724
O 3.588 1.520 1.657 -0.664
O 1.742 2.332 0.438 -0.601
C -0.208 -3.489 2.621 -0.911
Si -0.831 -2.218 3.849 0.250
C -2.084 -3.073 4.976 -1.104
C 0.583 -1.599 4.915 -1.084
C -1.642 -0.790 2.969 -0.221
Te -0.181 0.210 1.717 -0.151
C 0.220 1.698 3.224 -0.841
Si -0.899 3.190 3.049 0.387
C -2.681 2.672 3.377 -1.060
C -0.384 4.438 4.370 -1.075
C -0.819 4.047 1.399 -0.678
H 0.259 -4.335 3.132 0.426
H 0.527 -3.043 1.950 0.275
H -1.028 -3.870 2.007 0.196
H -1.637 -3.919 5.504 0.298
H -2.927 -3.448 4.389 0.300
H -2.481 -2.381 5.723 0.307
H 1.110 -2.413 5.418 0.344
H 0.224 -0.907 5.682 0.298
H 1.300 -1.062 4.290 0.299
H -2.020 -0.037 3.662 0.168
H -2.462 -1.095 2.321 -0.014
H 1.272 1.967 3.125 0.496
H 0.089 1.211 4.192 0.392
H -2.803 2.220 4.365 0.292
H -3.007 1.947 2.627 0.237
H -3.342 3.540 3.324 0.333
H -0.446 4.015 5.376 0.301
H -1.012 5.332 4.339 0.292
H 0.649 4.743 4.190 0.274
H -1.130 3.404 0.574 0.147
H 0.198 4.386 1.204 0.220
H -1.492 4.909 1.404 0.389
Cl -2.768 5.698 -3.559 -0.393
Si -1.728 3.781 -3.403 0.141
Cl -3.120 2.621 -4.614 -0.401
Cl -0.206 4.129 -4.923 -0.378
```

Results
Net charge: -2
Lowest unoccupied orbital energy in eV: 3.5947
Highest occupied orbital energy in eV: -2.21
Orbital gap in eV: 5.80

---

Record 5
Here is a structure of composition C25H35CuGeN7O2S2Se from the OMol25 dataset. Energies are from the ωB97M-V functional and the def2-TZVPD basis.

The geometry in XYZ format:
```
74
Properties=species:S:1:pos:R:3:mulliken_charge:R:1
Cu -2.149 -1.117 -1.187 -0.496
N 0.682 4.253 4.410 -0.585
C -0.024 3.186 3.876 1.085
C 0.353 1.868 4.132 -0.667
C -0.339 0.816 3.561 -0.405
C -1.413 1.068 2.730 -0.412
C -1.795 2.370 2.465 -0.478
C -1.103 3.424 3.025 -0.836
S -2.402 -0.302 2.115 1.343
O -3.651 -0.252 2.826 -0.760
O -1.616 -1.508 2.319 -0.909
N -2.565 -0.128 0.512 0.063
C -3.434 0.712 -0.029 1.026
N -4.061 1.674 0.665 -0.627
C -4.837 2.498 -0.007 -0.158
C -5.018 2.420 -1.379 -0.883
C -4.355 1.376 -2.012 -0.025
N -3.585 0.536 -1.363 -0.566
H 1.222 4.054 5.237 0.219
H 0.175 5.124 4.443 0.221
H 1.186 1.679 4.794 0.263
H -0.066 -0.210 3.749 0.535
H -2.658 2.530 1.836 0.518
H -1.403 4.445 2.833 0.324
H -5.326 3.270 0.582 0.416
H -5.626 3.118 -1.932 0.378
H -4.449 1.210 -3.078 0.415
C 0.169 -4.012 0.547 -1.154
N -1.222 -3.633 0.556 0.195
C -2.128 -4.022 -0.342 0.366
N -1.830 -5.066 -1.176 -0.490
S -3.649 -3.348 -0.403 -0.396
H 0.598 -3.742 1.510 0.331
H 0.723 -3.479 -0.235 0.288
H 0.281 -5.089 0.402 0.453
H -1.463 -2.824 1.140 0.163
H -0.870 -5.184 -1.459 0.236
H -2.513 -5.200 -1.903 0.260
C -1.283 -1.853 -2.824 -1.366
C -0.505 -0.793 -3.397 0.707
C 0.876 -0.662 -3.125 0.160
C 1.622 0.365 -3.631 -0.801
C 1.037 1.330 -4.470 0.354
C -0.332 1.208 -4.772 -0.838
C -1.070 0.180 -4.256 -0.369
C 1.793 2.377 -4.999 0.146
N 2.430 3.239 -5.429 -0.652
H -0.689 -2.728 -2.555 0.480
H -2.136 -2.139 -3.438 0.522
H 1.331 -1.395 -2.472 0.181
H 2.678 0.439 -3.402 0.407
H -0.796 1.946 -5.418 0.428
H -2.125 0.106 -4.488 0.401
C 4.372 -0.455 -0.921 -0.764
Ge 3.998 -0.559 1.022 0.650
C 5.511 0.180 2.112 -1.259
C 3.661 -2.449 1.513 -0.888
C 2.316 0.415 1.433 -1.157
Se 0.693 -0.330 0.533 0.398
C 0.285 1.292 -0.439 -0.924
H 5.142 -1.159 -1.226 0.465
H 4.682 0.547 -1.208 0.345
H 3.452 -0.697 -1.446 -0.168
H 6.429 -0.362 1.902 0.371
H 5.295 0.084 3.172 0.352
H 5.684 1.230 1.893 0.359
H 4.271 -3.122 0.918 0.425
H 2.614 -2.648 1.297 -0.092
H 3.838 -2.657 2.564 0.371
H 2.349 1.465 1.153 0.520
H 2.132 0.368 2.505 0.189
H 1.126 1.546 -1.080 0.479
H 0.073 2.094 0.267 0.441
H -0.592 1.079 -1.044 -0.127
```

Results
Net charge: -1
Lowest unoccupied orbital energy in eV: 2.3462
Highest occupied orbital energy in eV: -3.73
Orbital gap in eV: 6.07

---

Record 6
Here is a structure of composition C25H35F6N9NaO3S2 from the OMol25 dataset. Energies are from the ωB97M-V functional and the def2-TZVPD basis.

The geometry in XYZ format:
```
81
Properties=species:S:1:pos:R:3:mulliken_charge:R:1
Na 0.438 -0.294 -0.769 1.490
C 0.991 2.339 2.080 -0.328
N 0.857 1.577 3.311 0.024
C 1.937 1.662 4.272 -0.540
C 1.640 0.490 5.196 -0.795
N 0.903 -0.425 4.336 0.473
C 0.193 -1.489 5.017 -1.086
C 0.351 0.267 3.257 -0.083
N -0.427 -0.111 2.329 -0.248
C -0.890 -1.484 2.148 -0.802
C -1.513 -1.631 0.744 -0.620
N -0.575 -2.269 -0.171 0.152
C -0.787 -3.286 -0.908 -0.037
N 0.153 -3.707 -1.851 0.214
C 1.195 -2.818 -2.342 0.514
C -0.421 -4.641 -2.800 -0.523
C -1.819 -4.926 -2.238 -0.731
N -1.843 -4.191 -0.983 0.094
C -3.093 -4.127 -0.267 -1.159
H 0.903 3.407 2.290 0.407
H 0.205 2.045 1.396 -0.243
H 1.952 2.155 1.592 0.138
H 1.921 2.615 4.804 0.442
H 2.918 1.559 3.786 0.343
H 1.031 0.806 6.053 0.423
H 2.545 0.018 5.578 0.380
H 0.861 -1.920 5.762 0.345
H -0.093 -2.279 4.334 0.365
H -0.705 -1.126 5.534 0.303
H -1.622 -1.784 2.904 0.385
H -0.047 -2.183 2.199 0.329
H -1.687 -0.609 0.384 0.102
H -2.489 -2.105 0.808 0.546
H 1.555 -2.154 -1.552 -1.132
H 0.832 -2.214 -3.182 0.201
H 2.045 -3.414 -2.679 0.399
H 0.185 -5.545 -2.884 0.316
H -0.482 -4.188 -3.793 0.275
H -1.991 -5.987 -2.065 0.344
H -2.597 -4.570 -2.920 0.352
H -3.639 -5.045 -0.481 0.355
H -3.723 -3.284 -0.565 0.318
H -2.939 -4.088 0.809 0.405
N 4.976 0.964 -4.132 -0.674
C 3.581 0.884 -4.004 0.638
C 2.941 1.521 -2.942 -0.655
C 1.568 1.441 -2.804 -0.088
C 0.811 0.715 -3.727 -0.541
C 1.439 0.102 -4.802 -0.278
C 2.816 0.193 -4.943 -0.850
S -0.918 0.458 -3.442 1.383
O -1.418 -0.233 -4.605 -0.861
O -0.976 -0.293 -2.189 -0.436
N -1.566 1.882 -3.353 -0.810
C -1.730 2.566 -2.188 0.501
S -2.777 3.986 -2.306 -0.262
C -2.617 4.263 -0.612 -0.272
C -1.822 3.308 -0.090 -0.738
N -1.296 2.361 -0.955 -0.008
H 5.445 1.088 -3.248 0.293
H 5.379 0.192 -4.639 0.224
H 3.529 2.058 -2.206 0.338
H 1.077 1.950 -1.976 0.384
H 0.837 -0.452 -5.511 0.519
H 3.311 -0.291 -5.782 0.314
H -3.111 5.083 -0.108 0.437
H -1.585 3.234 0.961 0.310
C 3.255 -0.529 2.129 -1.647
C 3.381 -0.812 0.617 1.041
O 2.301 -0.461 -0.094 -1.174
C 4.631 -0.029 0.107 0.435
F 4.875 -0.214 -1.202 -0.229
F 5.780 -0.324 0.758 -0.334
F 4.435 1.298 0.273 -0.291
C 3.656 -2.342 0.492 0.342
F 3.933 -2.725 -0.767 -0.234
F 4.679 -2.781 1.264 -0.328
F 2.564 -3.022 0.875 -0.232
H 3.124 0.543 2.263 -0.179
H 4.121 -0.859 2.708 0.443
H 2.359 -1.038 2.491 0.415
```

Results
Net charge: -1
Lowest unoccupied orbital energy in eV: 2.1166
Highest occupied orbital energy in eV: -4.70
Orbital gap in eV: 6.82

---

F_max / eV Å⁻¹: 0.7; 0.5; 3.3; 1.3; 1.5; 1.6
Energy / eV: -57046.83284; -58706.41031; -162611.06851; -122208.77189; -229193.61068; -88442.42828